[1]
174
Properties=species:S:1:pos:R:3:mulliken_charge:R:1 method="wB97M-V/def2-TZVPD" homo_energy_ev="-7.7192 / -7.7192" e_lumo_ev="-0.124 / -4.676" multiplicity=2
O 1.574 -1.631 -1.390 -0.488
O 1.666 -0.736 0.756 -0.039
O 7.540 -3.177 5.144 -0.257
O 0.700 3.049 -2.556 0.098
O 2.040 2.593 3.755 -0.651
O 0.632 -0.718 -5.226 -0.322
O -1.260 -0.662 -1.076 0.109
O 0.848 -3.647 -4.268 0.053
O 0.718 -0.548 3.005 -0.657
O -3.269 -4.282 -6.822 -0.057
O 1.515 -4.213 3.722 -0.418
O -0.506 0.069 0.921 -0.496
O 0.268 -7.361 6.632 -0.239
O 1.276 1.382 1.898 -0.642
O 5.450 -0.925 2.900 -0.517
O -3.925 2.379 -3.938 -0.421
O -5.595 -1.029 -0.639 -0.366
O -0.261 -2.705 -8.862 -0.113
O -0.764 6.303 4.497 -0.285
O -4.058 10.393 1.814 -0.332
O 1.393 -0.015 5.201 -0.636
N -0.134 3.795 0.952 -0.304
N -1.838 -1.051 -7.006 0.218
N -1.895 -3.406 -4.302 0.337
N 1.685 -4.964 6.262 -0.160
N 5.353 -1.717 5.535 0.051
N -2.699 9.482 3.863 -0.391
N -3.525 1.104 -1.344 0.193
C -5.113 10.762 1.079 -0.851
C 0.896 3.096 -1.093 -0.576
C 2.054 -4.284 -4.532 -1.020
C -3.653 2.641 -5.320 -0.586
C 1.763 3.662 -3.277 -1.102
C -2.321 10.917 3.566 -0.612
C -2.415 -1.371 -8.360 -0.402
C -3.847 -4.541 -5.596 -0.856
C -1.411 -1.969 -9.397 -0.825
C -5.940 -2.366 -0.815 -0.572
C 0.806 -6.640 7.815 -0.548
C -0.379 0.294 -5.395 0.399
C 1.758 -3.506 6.015 -0.825
C 0.353 4.288 -0.318 1.001
C 7.065 -3.112 6.457 -0.643
C -3.578 11.353 2.739 -0.548
C 6.324 -1.788 6.580 -0.811
C -1.559 8.685 4.421 -0.601
C -1.186 4.918 4.517 -0.537
C -2.751 2.642 -3.093 -0.012
C -0.399 -0.538 -0.207 0.052
C -0.267 -8.666 6.835 -0.781
C 1.325 -0.470 -3.968 -0.276
C 4.500 -0.269 3.697 0.436
C -4.211 -4.474 -7.873 -0.974
C 2.327 -3.409 4.588 0.288
C 1.581 1.602 3.212 0.459
C -4.261 -0.887 -0.015 -0.485
C -1.171 -3.536 -2.987 0.360
C 0.304 -3.526 -9.901 -0.900
C -1.877 7.150 4.809 -0.497
C 0.121 -4.260 -3.221 -1.145
C -3.819 0.690 0.093 -0.109
C -2.597 -4.646 -4.636 -0.805
C 1.219 0.269 3.965 0.391
C 1.108 -1.004 -0.397 0.341
C 1.156 -5.198 7.639 -0.622
C 4.887 -0.374 5.211 -1.031
C 8.575 -4.156 5.015 -0.857
C -2.913 2.405 -1.597 -0.197
C 1.367 5.364 -0.039 -1.842
C 5.264 -0.800 1.454 -0.637
C 2.011 -4.107 2.413 -0.592
C -0.972 0.177 -6.842 -1.453
B 0.770 0.032 1.655 1.255
H 5.863 -1.742 7.567 0.323
H -2.964 -0.535 -8.793 0.422
H -2.173 7.058 5.854 0.302
H 1.944 0.426 -4.008 0.448
H -6.056 10.797 1.625 0.329
H 5.724 -1.969 4.630 0.327
H 3.541 -0.707 3.420 -0.679
H 4.305 -1.214 1.143 0.130
H 3.957 -0.184 5.746 0.266
H -6.049 -2.867 0.146 0.304
H 8.343 -5.189 5.271 0.306
H -0.124 0.181 -7.527 0.385
H -4.370 -5.497 -5.593 0.463
H 7.089 -1.013 6.625 0.408
H 1.518 5.792 -1.030 0.477
H -2.062 -5.485 -5.081 0.192
H -2.700 -0.816 -6.534 0.138
H -1.948 2.394 -1.092 -0.009
H -3.421 -1.424 -0.455 0.214
H 0.346 -4.477 7.752 0.325
H -6.952 -2.345 -1.220 0.236
H -3.155 -2.169 -8.305 -0.146
H 1.720 -3.166 1.945 0.020
H 1.615 -7.145 8.344 0.368
H -5.272 10.065 0.256 0.275
H -4.650 -3.825 -5.424 0.408
H -1.753 -3.978 -2.179 0.541
H -5.161 -2.781 -1.455 0.189
H 0.607 -0.282 -3.169 -0.185
H -4.500 1.495 0.370 0.536
H -3.571 12.298 2.197 0.467
H -1.405 10.828 2.982 0.387
H 2.351 5.184 0.394 0.286
H 1.275 -3.848 -9.524 0.201
H -0.729 -9.155 5.977 0.276
H -2.730 0.508 -1.527 0.011
H 2.040 -1.292 -3.918 0.180
H -1.464 1.092 -7.168 0.483
H -1.039 -1.102 -9.943 0.346
H -0.035 4.461 1.705 0.227
H -1.096 9.291 5.199 0.360
H 7.820 -3.199 7.238 0.524
H 2.021 -4.954 8.256 0.295
H -3.316 3.322 -1.166 0.461
H -2.539 -2.654 -4.102 0.086
H -3.625 3.674 -5.667 0.399
H 1.917 2.934 -0.748 0.581
H 0.435 2.153 -0.802 -0.509
H 0.570 -3.024 -10.831 0.357
H 2.472 -2.395 4.217 -0.393
H -4.459 -5.532 -7.956 0.386
H -2.727 6.815 4.216 0.350
H -1.124 0.224 -4.603 -0.065
H -1.891 -2.646 -10.104 0.529
H 3.337 -3.814 4.531 0.305
H 5.680 0.348 5.409 0.453
H -0.804 -2.595 -2.577 -0.798
H 2.768 3.439 -2.918 0.409
H -4.913 11.642 0.468 0.320
H -5.124 -3.879 -7.837 0.384
H -2.443 3.686 -3.157 0.475
H 1.940 -5.363 -4.643 0.318
H -1.189 -8.627 7.414 0.302
H -1.471 4.629 5.529 0.352
H -3.664 -4.312 -8.801 0.197
H 0.862 6.020 0.671 0.472
H 3.086 -4.220 2.277 0.331
H -0.399 -4.295 -10.220 0.322
H 2.508 -3.741 -5.361 0.291
H 0.404 2.995 1.253 0.302
H -0.892 8.711 3.560 0.310
H -0.433 4.187 4.221 -0.017
H 9.363 -3.851 5.704 0.329
H 5.328 0.257 1.197 0.283
H -0.361 4.816 -0.950 0.154
H 1.638 4.738 -3.394 0.336
H -1.896 2.017 -3.351 -0.201
H -3.059 -5.071 -3.745 0.446
H -2.637 2.312 -5.540 -0.034
H -2.157 11.652 4.353 0.306
H 0.742 -3.123 6.107 0.464
H -1.934 4.704 3.753 0.347
H 6.259 -3.841 6.547 0.236
H -3.006 9.081 2.989 0.280
H 0.045 -6.568 8.592 0.349
H -0.238 -5.288 -3.279 0.373
H 9.033 -4.079 4.028 0.266
H -2.833 0.784 0.548 0.035
H 0.447 -9.376 7.254 0.293
H 2.537 -3.143 6.686 0.343
H 2.802 -4.086 -3.765 0.301
H 1.814 3.437 -4.342 0.287
H 0.717 -4.153 -2.315 0.472
H 4.571 0.779 3.404 0.633
H 2.641 -5.276 6.175 0.196
H -4.329 11.510 3.513 0.298
H -4.428 -1.260 0.996 0.552
H 1.516 -4.874 1.817 0.339
H -4.045 1.863 -5.975 0.396
H 6.125 -1.328 1.044 0.335
H -0.142 1.356 -5.346 0.204

[2]
183
Properties=species:S:1:pos:R:3:mulliken_charge:R:1 method="wB97M-V/def2-TZVPD" homo_energy_ev=-4.6541 e_lumo_ev=-4.036 charge=+1
F -8.137 -9.121 6.494 -0.289
F 4.791 7.380 5.255 -0.278
F 0.277 -1.852 1.306 -0.268
F 4.288 5.297 4.808 -0.260
F 7.371 -4.446 -1.626 -0.275
F 8.632 -6.276 -1.946 -0.286
F 1.202 -2.978 -0.267 -0.234
F -7.287 3.705 2.348 -0.304
F -8.208 -7.968 4.674 -0.305
F 2.647 6.780 4.795 -0.276
F -6.207 3.402 4.133 -0.293
F -9.965 -8.703 5.393 -0.296
F -0.714 -3.472 0.651 -0.319
F -5.202 3.341 2.379 -0.279
F 6.758 -6.354 -0.974 -0.296
O -8.757 -0.225 -3.888 -0.347
O -8.789 -11.623 5.230 -0.858
O 2.990 4.787 7.091 -0.241
O -5.211 6.087 1.889 -0.253
O 7.646 -5.056 1.375 -0.269
O -3.211 1.192 -11.718 -0.325
O -7.304 -10.679 3.767 -0.269
O 11.726 5.231 5.286 -0.359
O -6.517 6.416 3.625 -0.861
O 0.850 -0.810 -1.467 -0.229
O 9.338 -6.570 0.952 -0.862
O -1.362 -6.987 -8.749 -0.357
O -1.169 -1.798 -2.066 -0.971
O 6.830 9.530 -4.727 -0.365
O -5.007 -4.134 10.527 -0.375
O 4.485 6.101 7.869 -0.915
N 8.288 9.916 -7.166 -0.282
N -8.513 -2.874 -2.843 -0.304
N 11.888 7.539 6.977 -0.298
N -3.243 -0.442 -9.104 -0.286
N -6.846 -4.480 12.592 -0.287
N -2.606 -8.563 -6.846 -0.347
C -2.920 1.038 -9.345 0.372
C -9.238 -2.320 -0.605 -1.391
C 6.846 9.353 -7.140 0.247
C -6.575 -3.114 11.958 0.380
C -8.593 -10.507 4.421 -0.077
C 12.725 7.497 5.717 0.364
C -4.186 -4.078 9.371 -0.762
C 3.466 6.144 6.956 -0.044
C 1.866 4.323 6.287 -0.120
C -5.711 5.468 3.090 -0.173
C -0.556 -7.774 -7.921 -0.679
C -8.892 1.041 -4.447 -0.731
C -9.352 -1.868 -2.062 0.257
C 6.654 8.507 -8.420 -1.417
C -3.864 6.520 -0.245 -1.243
C 8.618 -5.497 0.350 -0.082
C -6.166 4.003 2.954 0.882
C -1.157 -8.108 -6.568 0.085
C -0.686 -6.505 -9.884 -0.766
C -2.143 1.561 -8.217 -1.563
C 11.216 5.173 3.959 -0.703
C 7.055 -3.762 1.307 -0.131
C -6.136 -3.341 10.531 -0.786
C 3.848 6.419 5.428 0.701
C -5.829 -10.361 1.934 -1.287
C 6.393 -3.435 2.586 -1.180
C 6.490 8.651 -5.802 -0.750
C -4.111 5.694 1.036 -0.073
C 2.877 0.503 -1.303 -1.268
C 12.929 5.936 5.405 -0.723
C 6.387 9.062 -3.394 -0.711
C 1.687 -0.082 -0.630 0.012
C 0.054 -2.471 0.132 0.746
C 14.023 8.278 5.889 -1.479
C -2.720 1.433 -13.030 -0.747
C -0.432 -9.246 -5.738 -1.288
C -5.591 -2.370 12.826 -1.411
C -8.701 -9.120 5.243 0.787
C 1.497 2.832 6.542 -1.279
C -2.174 1.200 -10.736 -0.625
C -8.986 -0.414 -2.477 -0.732
C 7.875 -5.586 -1.039 0.762
C -6.798 -9.673 2.902 -0.098
C -0.372 -1.405 -0.985 -0.078
H 10.973 7.196 6.721 0.382
H 13.735 9.276 6.220 0.396
H -9.734 0.270 -2.076 0.443
H -9.372 -10.478 3.660 0.184
H -6.195 -5.144 12.198 0.334
H -8.171 1.748 -4.036 0.325
H -1.374 -7.167 -6.063 0.314
H -2.561 -9.404 -7.403 0.354
H 14.654 8.287 4.999 0.383
H 3.616 0.682 -0.522 0.371
H -8.633 0.960 -5.503 0.226
H 7.006 7.700 -5.668 0.427
H -9.990 -1.757 -0.051 0.362
H -1.147 1.133 -8.104 0.403
H -0.169 -8.626 -8.479 0.423
H 12.205 7.024 7.786 0.346
H 0.368 -7.214 -7.776 0.462
H -2.953 6.207 -0.756 0.325
H 2.686 1.476 -1.756 0.285
H 7.125 8.838 -9.345 0.416
H -4.675 -2.924 13.034 0.395
H -8.284 -2.046 -0.155 0.402
H -3.265 5.817 1.711 0.268
H 11.970 5.056 3.181 0.317
H -7.568 -2.518 -2.872 0.359
H -8.656 -2.951 -3.840 0.340
H -4.002 -0.848 -9.632 0.352
H 8.997 9.229 -7.380 0.330
H -9.430 -3.387 -0.496 0.435
H -1.534 0.333 -10.898 0.336
H -8.123 -0.077 -1.903 0.428
H -0.910 -0.613 -0.464 0.167
H -5.079 -10.993 2.410 0.322
H 0.820 2.529 5.744 0.378
H 11.805 8.453 7.398 0.348
H 3.370 -0.152 -2.021 0.341
H 0.532 -8.857 -5.410 0.367
H 7.067 -3.649 3.415 0.309
H -3.465 -0.585 -8.129 0.374
H 14.678 7.914 6.680 0.370
H 7.006 7.499 -8.201 0.410
H 9.315 -4.660 0.305 0.181
H -0.003 -5.719 -9.560 0.331
H -3.569 1.167 -13.659 0.266
H -0.961 -9.508 -4.822 0.437
H -3.479 -4.907 9.395 0.246
H 5.302 8.991 -3.471 0.318
H -3.687 -3.114 9.271 0.312
H -3.987 7.599 -0.148 0.345
H 7.799 -2.988 1.117 0.239
H -4.746 5.488 3.598 0.174
H -2.583 2.504 -13.180 0.300
H 5.380 -3.834 2.649 0.271
H 2.648 6.789 7.278 0.189
H -4.316 4.702 0.634 0.182
H -10.368 -2.062 -2.408 0.247
H -7.532 -9.222 2.234 0.252
H 13.407 5.403 6.227 0.356
H -2.604 1.500 -7.231 0.459
H -6.031 -2.384 10.022 0.441
H 6.297 -2.350 2.633 0.377
H 8.296 10.431 -8.035 0.366
H -0.328 -10.171 -6.304 0.382
H -8.533 -3.809 -2.462 0.358
H -3.164 -8.791 -6.036 0.365
H -6.987 -4.489 13.592 0.327
H -5.906 -2.152 13.847 0.391
H 2.014 -0.719 0.192 0.265
H 0.959 4.892 6.490 0.269
H 6.237 10.257 -7.168 0.301
H -0.266 -7.294 -10.508 0.329
H -9.935 1.344 -4.362 0.323
H -1.831 0.867 -13.308 0.319
H 6.729 8.036 -3.256 0.305
H 13.661 5.709 4.630 0.475
H 10.794 6.160 3.771 0.272
H 8.382 10.564 -6.397 0.342
H 10.492 4.391 3.732 0.300
H 5.598 8.271 -8.550 0.370
H 5.420 8.450 -5.857 0.418
H -3.189 -7.964 -7.413 0.330
H 6.338 -3.685 0.490 0.245
H 12.135 8.023 4.967 0.251
H -6.277 -10.961 1.142 0.310
H -7.556 -2.645 11.880 0.289
H -1.406 -5.999 -10.527 0.256
H -1.977 2.633 -8.322 0.380
H -6.895 -3.889 9.973 0.422
H -3.844 1.614 -9.383 0.195
H -5.249 -1.449 12.354 0.375
H -5.345 -9.560 1.375 0.388
H -2.428 -1.009 -9.294 0.377
H -1.703 2.183 -10.764 0.410
H 2.118 4.430 5.231 0.248
H -4.764 6.345 -0.835 0.303
H 6.563 9.769 -2.583 0.275
H 1.138 2.592 7.543 0.295
H -6.243 -8.933 3.479 0.235
H 1.159 0.815 -0.305 0.182
H -4.863 -4.172 8.522 0.342
H 2.373 2.213 6.347 0.335
H -7.685 -4.820 12.143 0.367